No. 1
19
Properties=species:S:1:pos:R:3:forces:R:3:lowdin_charge:R:1 method="wB97M-V/def2-TZVPD" homo_ha=-0.5015 charge=+1 orbital_gap_ev=9.351 smiles="CS[N+](C)=C(C)C" relative_energy_kcal_mol=46.2
C 1.817553 1.921209 -1.000653 -1.87 -2.89 0.69 -0.2556
S -0.025137 1.646790 -1.007560 1.23 -0.03 -1.22 0.9869
N -0.030134 -0.023046 -0.554511 -0.76 -0.56 3.63 -0.3840
C 0.303566 -1.186972 -1.364788 -1.98 0.87 -4.01 -0.0674
C -0.591058 -0.230180 0.634047 0.03 1.29 -0.07 -0.3023
C -1.088097 0.900832 1.556089 0.14 -2.40 0.32 -0.0338
C -0.888128 -1.618698 1.031994 -1.84 -0.28 1.01 -0.0094
H 1.952603 2.814785 -1.488082 0.63 1.99 -1.17 0.0136
H 2.259391 1.044092 -1.481208 0.11 0.49 -0.24 0.0519
H 2.083621 1.926696 0.027080 0.55 0.33 0.79 0.0308
H -0.463202 -1.960474 -1.422693 -0.47 0.40 0.65 0.0998
H 1.187039 -1.768470 -1.343872 1.60 0.37 1.04 0.0994
H 0.211052 -0.764300 -2.394075 0.55 -0.45 0.48 0.1137
H -1.279152 0.418560 2.525718 -0.08 0.01 -0.31 0.0870
H -2.078016 1.013661 1.101459 -0.03 1.16 0.26 0.1146
H -0.455142 1.746875 1.826440 -0.30 0.16 -1.07 0.0918
H -0.008481 -2.122737 0.710222 0.39 -1.34 0.13 0.0743
H -1.832697 -2.034255 0.493526 1.68 0.70 0.70 0.1614
H -1.075580 -1.724367 2.150869 0.40 0.17 -1.61 0.1273

***

No. 2
20
Properties=species:S:1:pos:R:3:forces:R:3:lowdin_charge:R:1 method="wB97M-V/def2-TZVPD" homo_ha=-0.0945 charge=-1 orbital_gap_ev=5.398 smiles=[S-]CCCNCCS relative_energy_kcal_mol=34.4
S 1.370185 -2.423376 -2.574163 -2.45 0.77 0.65 -0.1576
C -0.577862 -1.904651 -2.150928 2.04 1.01 -0.29 -0.6011
C -0.936689 -2.161079 -0.639194 -0.82 0.71 -1.40 -0.2943
C -1.354228 -0.882820 0.132090 -2.08 -1.77 -1.33 -0.3166
N -0.410446 -0.278900 1.034729 2.29 -0.13 -2.02 -0.0971
C -0.687818 1.161011 0.896380 0.60 0.74 1.02 -0.3599
C -0.153447 1.770351 2.193989 0.68 0.53 0.30 -0.5388
S 0.696218 3.401406 1.854378 -0.10 -0.78 0.10 0.6121
H -1.177976 -2.474627 -2.863757 -0.03 0.04 0.27 -0.0006
H -0.691769 -0.775552 -2.413490 0.21 -1.89 0.46 0.0420
H -1.708039 -2.946034 -0.540605 0.05 0.42 -0.16 0.0904
H -0.078069 -2.587916 -0.223274 1.46 -0.58 0.88 0.0259
H -1.674423 -0.148562 -0.653920 0.10 -0.57 0.51 0.0918
H -2.290163 -1.179180 0.695887 0.80 0.68 -0.24 0.1140
H 0.631718 -0.457853 0.596939 -3.26 0.55 1.30 0.1895
H -0.154056 1.563355 0.023397 -0.12 0.05 0.14 0.0912
H -1.748172 1.464960 0.749870 0.52 -0.84 0.19 0.1194
H -0.922064 2.012851 2.972769 0.57 -0.37 -0.78 0.0681
H 0.531562 0.971906 2.582378 -0.34 1.25 0.05 0.0735
H 1.352397 2.963597 0.753233 -0.13 0.17 0.35 -0.1518

***

No. 3
18
Properties=species:S:1:pos:R:3:forces:R:3:lowdin_charge:R:1 method="wB97M-V/def2-TZVPD" homo_ha=-0.3270 charge=0 orbital_gap_ev=9.756 smiles="CC=C(C)C.O" relative_energy_kcal_mol=17.8
C -0.464874 0.416893 1.812771 -0.24 -0.73 0.51 -0.0978
C 0.595378 -0.190859 0.945995 -0.14 0.54 -0.15 -0.1390
C 0.391153 -0.846863 -0.188290 -0.18 0.52 -0.56 -0.3649
C 1.547817 -1.213987 -1.066412 0.57 -0.62 0.30 -0.0791
C -0.965286 -1.074769 -0.829720 0.58 -0.57 0.70 -0.0572
H -0.330448 0.110746 2.853680 -0.01 -0.09 0.02 0.0730
H -1.446414 0.044792 1.506867 0.01 0.26 0.10 0.0641
H -0.488858 1.506373 1.876693 0.22 0.05 -0.34 0.0621
H 1.628461 0.007041 1.184108 0.18 0.05 0.36 0.0992
H 1.561689 -2.290670 -1.282098 -0.07 0.11 -0.02 0.0789
H 1.485262 -0.705461 -2.020772 -0.10 0.17 -0.29 0.0780
H 2.525074 -0.970003 -0.624780 -0.36 0.02 -0.01 0.0785
H -0.886493 -1.992623 -1.420824 -0.31 0.22 -0.13 0.0761
H -1.734978 -1.221860 -0.070859 -0.09 0.04 -0.19 0.0648
H -1.227247 -0.228825 -1.460282 -0.07 0.00 -0.19 0.0821
O -0.321562 2.928433 -0.433329 -0.91 -0.08 0.03 -0.0647
H -1.026683 3.376848 -0.926148 0.43 0.03 0.01 0.0414
H -0.841989 2.344793 0.143399 0.47 0.07 -0.15 0.0047

***

No. 4
18
Properties=species:S:1:pos:R:3:forces:R:3:lowdin_charge:R:1 method="wB97M-V/def2-TZVPD" homo_ha=-0.3399 charge=0 orbital_gap_ev=10.148 smiles=CC(C)[C@@H](C)O relative_energy_kcal_mol=60.5
C 0.993633 -0.760592 -1.612721 -0.28 -0.09 1.30 -0.0505
C 0.695556 -0.045162 -0.008900 0.08 -1.73 -1.26 -0.3056
C 0.961663 1.461527 -0.089291 0.35 -0.47 -1.67 -0.0665
C -0.728511 -0.426234 0.320268 0.22 -0.46 0.20 -0.4676
C -1.116154 -0.246022 1.781395 0.04 0.00 0.04 -0.0416
O -1.570415 0.349431 -0.525786 -0.25 -0.13 0.00 -0.0424
H 1.294446 -1.794502 -1.435438 -0.16 -0.11 -0.03 0.0482
H 0.086620 -0.753658 -2.246877 0.20 0.09 0.68 0.0655
H 1.795336 -0.330298 -2.271873 -0.46 0.12 1.14 0.0731
H 1.435810 -0.526430 0.626479 -0.26 -0.26 0.15 0.1255
H 0.116742 2.156326 -0.139691 0.17 -0.52 0.24 0.0782
H 1.866855 1.881079 0.369807 -0.44 -0.47 -0.01 0.0753
H 1.151239 0.995799 -1.077007 0.91 4.00 -0.67 0.0296
H -0.790639 -1.485992 0.046278 -0.37 -0.09 0.11 0.1353
H -2.144414 -0.595969 1.942473 0.16 0.10 -0.01 0.0791
H -1.058294 0.807865 2.072688 0.02 -0.13 -0.07 0.0856
H -0.462729 -0.832158 2.435877 -0.06 0.07 -0.09 0.0828
H -2.480905 0.074489 -0.365324 0.12 0.08 -0.06 0.0958